DFT (ωB97M-V/def2-TZVPD) results for a 3-piece molecular cluster, C22H33BrClNO6P2S2 overall.

The gap between HOMO and LUMO comes out at 0.30305 Eh. Its spin multiplicity is 1. Its charge is 0. As for the calculated total energy: -159936.4209 eV. The calculation puts the HOMO energy at -8.210 eV. Its SMILES is Cc1cc(P(O)Br)c2c(c1Cl)Nc1cc(P(C)O)c(S)cc1S2.COCCOC.COCCOC.

```
68
C22H33BrClNO6P2S2 ωB97M-V/def2-TZVPD
C 3.595 -0.990 -0.389
C 3.162 -1.654 -1.699
C 3.773 -1.311 -2.876
C 3.332 -1.895 -4.062
P 4.123 -1.422 -5.675
O 2.904 -1.158 -6.739
Br 4.994 0.652 -5.353
C 2.296 -2.816 -4.003
C 1.692 -3.185 -2.812
C 2.148 -2.590 -1.648
Cl 1.410 -3.037 -0.123
N 0.645 -4.132 -2.813
C -0.409 -3.778 -3.693
C -1.713 -3.709 -3.258
C -2.713 -3.339 -4.153
P -4.442 -3.219 -3.500
C -4.322 -2.953 -1.664
O -4.998 -1.739 -4.044
C -2.416 -3.076 -5.481
S -3.644 -2.595 -6.703
C -1.099 -3.165 -5.916
C -0.130 -3.510 -5.015
S 1.601 -3.622 -5.450
H 4.192 -1.646 0.245
H 2.666 -0.664 0.090
H 4.117 -0.070 -0.673
H 4.569 -0.574 -2.867
H 2.063 -1.064 -6.265
H 0.305 -4.281 -1.871
H -1.955 -3.938 -2.224
H -4.683 -3.818 -1.105
H -4.907 -2.071 -1.382
H -3.278 -2.735 -1.403
H -4.238 -1.141 -4.095
H -3.016 -1.520 -7.230
H -0.806 -2.945 -6.938
C 2.676 0.595 3.609
O 2.995 1.315 2.430
C 1.862 1.963 1.868
C 1.860 3.443 2.189
O 1.661 3.674 3.576
C 2.862 4.002 4.256
H 3.611 0.302 4.086
H 2.101 1.203 4.311
H 2.112 -0.310 3.359
H 0.935 1.491 2.207
H 1.927 1.838 0.782
H 1.023 3.914 1.662
H 2.784 3.915 1.843
H 3.178 5.018 3.998
H 3.664 3.297 4.024
H 2.661 3.963 5.326
C -2.457 2.791 6.547
O -2.372 3.843 5.603
C -1.458 3.566 4.547
C -2.182 3.147 3.286
O -2.822 1.886 3.440
C -4.218 2.001 3.650
H -3.309 2.991 7.196
H -2.606 1.823 6.063
H -1.550 2.759 7.160
H -0.734 2.805 4.849
H -0.911 4.490 4.347
H -1.447 3.035 2.482
H -2.901 3.913 2.982
H -4.719 2.290 2.720
H -4.451 2.726 4.433
H -4.591 1.024 3.956
```



DFT (ωB97M-V/def2-TZVPD) results for C22H33IrO as an isolated structure.

The gap between HOMO and LUMO (alpha / beta) comes out at 0.19150 / 0.24090 Eh. Its spin multiplicity is 6. As for the relative energy (zero: lowest compared OMol25 entry of this formula, charge and spin): 0.000 eV. Its charge is +1. As for the calculated total energy: -28222.4151 eV. The calculation puts the HOMO energy (alpha / beta) at -7.440 / -11.930 eV.

```
57
C22H33IrO ωB97M-V/def2-TZVPD
C 1.342 -1.915 0.406
C 1.836 -1.233 -0.746
C 0.936 -1.472 -1.837
C -0.098 -2.363 -1.373
C 0.153 -2.634 0.031
Ir -0.311 -0.535 -0.281
C -1.691 1.739 -1.804
C -1.488 1.084 -0.438
H -1.409 1.859 0.334
C -2.252 -0.084 -0.010
H -2.955 -0.552 -0.701
H -2.549 -0.092 1.042
C -2.689 2.888 -1.621
H -2.318 3.617 -0.892
H -2.858 3.398 -2.574
H -3.647 2.493 -1.261
C -2.271 0.754 -2.821
H -1.621 -0.124 -2.912
H -3.276 0.429 -2.524
H -2.357 1.224 -3.806
C 3.110 -0.463 -0.791
H 3.184 0.163 0.107
H 3.981 -1.137 -0.812
H 3.145 0.173 -1.678
C 1.115 -0.923 -3.207
H 1.588 0.060 -3.136
H 1.753 -1.570 -3.823
H 0.150 -0.814 -3.703
C -1.189 -2.961 -2.192
H -1.211 -2.494 -3.177
H -1.043 -4.039 -2.326
H -2.149 -2.804 -1.691
C -0.663 -3.477 0.951
H -1.706 -3.491 0.621
H -0.287 -4.507 0.981
H -0.602 -3.066 1.966
C 2.006 -1.932 1.742
H 1.268 -2.061 2.542
H 2.719 -2.768 1.787
H 2.567 -1.002 1.895
C 0.727 2.489 -1.359
C -0.318 2.282 -2.261
C 2.023 2.727 -1.827
C -0.117 2.603 -3.606
H 0.551 2.396 -0.284
C 2.245 2.949 -3.191
H 2.843 2.776 -1.106
C 1.157 2.941 -4.073
H -0.974 2.610 -4.289
H 3.254 3.146 -3.555
H 1.288 3.191 -5.130
C -0.563 0.501 3.242
O 0.009 0.758 1.958
H -1.435 1.153 3.391
H 0.177 0.659 4.040
H -0.892 -0.546 3.235
H 0.797 1.319 2.054
```



DFT (ωB97M-V/def2-TZVPD) results for C22H33N3O4 in the gas phase.

The gap between HOMO and LUMO comes out at 0.34664 Eh. Its spin multiplicity is 1. As for the relative energy (zero: lowest compared OMol25 entry of this formula, charge and spin): 0.000 eV. Its charge is 0. As for the calculated total energy: -36011.7931 eV. The calculation puts the HOMO energy at -8.664 eV. Its SMILES is CC(=O)NCC(=O)N(Cc1ccco1)C1(C(=O)NC2CCCCC2)CCCCC1.

```
62
C22H33N3O4 ωB97M-V/def2-TZVPD
C -5.145 -1.222 1.978
C -3.779 -1.321 2.619
O -3.559 -1.077 3.788
N -2.803 -1.695 1.760
H -3.024 -1.873 0.793
C -1.427 -1.894 2.159
C -0.474 -1.109 1.255
O 0.153 -1.711 0.396
N -0.378 0.224 1.424
C -1.095 0.923 2.480
C -0.346 0.935 3.775
C -0.666 0.397 4.986
C 0.407 0.714 5.856
C 1.299 1.415 5.108
O 0.853 1.558 3.847
H 2.249 1.852 5.343
H 0.497 0.453 6.890
H -1.563 -0.139 5.224
H -2.057 0.450 2.659
H -1.296 1.942 2.151
C 0.532 0.938 0.493
C 0.403 2.462 0.602
H -0.604 2.758 0.301
C 1.418 3.157 -0.302
C 2.834 2.804 0.133
C 3.035 1.299 0.016
C 1.981 0.541 0.824
H 2.110 -0.535 0.703
H 2.130 0.769 1.882
H 4.025 1.021 0.388
H 2.988 1.025 -1.039
H 3.563 3.328 -0.488
H 2.984 3.119 1.168
H 1.261 2.851 -1.338
H 1.264 4.236 -0.244
H 0.594 2.777 1.630
C -0.012 0.560 -0.910
O -1.146 0.892 -1.202
N 0.822 -0.062 -1.758
H 1.619 -0.538 -1.368
C 0.377 -0.552 -3.048
C 1.358 -0.125 -4.141
C 0.880 -0.627 -5.500
C 0.725 -2.145 -5.489
C -0.244 -2.574 -4.391
C 0.236 -2.074 -3.033
H -0.457 -2.363 -2.243
H 1.207 -2.519 -2.800
H -0.331 -3.662 -4.375
H -1.234 -2.162 -4.599
H 0.363 -2.488 -6.460
H 1.699 -2.608 -5.313
H 1.592 -0.331 -6.274
H -0.082 -0.167 -5.736
H 1.446 0.963 -4.151
H 2.344 -0.543 -3.921
H -0.601 -0.092 -3.229
H -1.158 -2.950 2.042
H -1.335 -1.613 3.209
H -5.455 -2.198 1.612
H -5.862 -0.871 2.714
H -5.115 -0.527 1.141
```



DFT (ωB97M-V/def2-TZVPD) results for C22H33N3O4SSeY as an isolated structure.

The gap between HOMO and LUMO comes out at 0.27195 Eh. Its spin multiplicity is 1. As for the relative energy (zero: lowest compared OMol25 entry of this formula, charge and spin): 1.387 eV. Its charge is +1. As for the calculated total energy: -113229.7859 eV. The calculation puts the HOMO energy at -9.855 eV.

```
65
C22H33N3O4SSeY ωB97M-V/def2-TZVPD
Y 0.500 -0.342 -0.372
C -1.952 -3.985 1.652
C -1.129 -2.804 1.266
N -0.939 -2.466 0.035
O -1.630 -3.292 -0.858
C -0.455 -1.955 2.294
C -0.485 -2.196 3.766
N 0.171 -1.029 1.684
O 0.955 -0.050 2.024
H -1.649 -4.853 1.068
H -3.002 -3.802 1.417
H -1.861 -4.202 2.713
H -1.000 -3.429 -1.584
H -1.505 -2.152 4.153
H 0.114 -1.432 4.258
H -0.071 -3.174 4.017
O 2.168 1.440 -0.216
C 2.716 2.031 -1.399
C 2.211 1.389 -2.669
C 2.942 1.522 -3.838
C 2.406 1.052 -5.024
C 1.145 0.479 -5.008
C 0.496 0.367 -3.796
N 1.014 0.792 -2.636
H 2.868 0.995 0.282
H 3.804 2.009 -1.370
H 2.400 3.077 -1.406
H 3.919 1.987 -3.814
H 2.963 1.136 -5.947
H 0.677 0.113 -5.910
H -0.490 -0.084 -3.746
C -3.580 1.287 3.397
C -3.552 2.649 2.711
C -2.938 2.601 1.314
S -1.197 2.110 1.360
O -0.992 1.341 0.048
C -0.404 3.694 1.042
C -0.601 4.698 2.172
C -0.050 4.224 3.513
H -4.066 1.356 4.369
H -2.574 0.896 3.557
H -4.135 0.563 2.796
H -3.021 3.375 3.332
H -4.569 3.030 2.603
H -3.020 3.548 0.780
H -3.401 1.820 0.709
H -0.797 4.043 0.085
H 0.650 3.431 0.924
H -1.660 4.955 2.260
H -0.097 5.619 1.873
H -0.562 3.330 3.875
H -0.163 5.000 4.269
H 1.011 3.983 3.435
Se 2.776 -1.873 -0.670
C 2.032 -3.184 -1.857
C 2.500 -4.496 -1.799
C 1.951 -5.481 -2.607
C 0.922 -5.186 -3.491
C 0.454 -3.883 -3.571
C 1.010 -2.896 -2.762
H 3.295 -4.741 -1.107
H 2.331 -6.492 -2.542
H 0.498 -5.958 -4.118
H -0.331 -3.626 -4.273
H 0.658 -1.878 -2.889
```



DFT (ωB97M-V/def2-TZVPD) results for C22H33N5O2 in the gas phase.

The gap between HOMO and LUMO comes out at 0.31759 Eh. Its spin multiplicity is 1. As for the relative energy (zero: lowest compared OMol25 entry of this formula, charge and spin): 0.187 eV. Its charge is 0. As for the calculated total energy: -34896.3375 eV. The calculation puts the HOMO energy at -8.185 eV. Its SMILES is CCCNC(=O)N1CCN(c2nc(C(C)C)c3c(c2C#N)CC(C)(C)OC3)CC1.

```
62
C22H33N5O2 ωB97M-V/def2-TZVPD
C -2.638 6.754 -1.583
C -1.723 5.564 -1.323
C -0.515 5.577 -2.263
N 0.372 4.457 -2.041
C 0.308 3.352 -2.840
O -0.331 3.327 -3.875
N 1.055 2.276 -2.429
C 1.848 2.238 -1.217
H 2.707 2.921 -1.275
H 1.232 2.521 -0.355
C 2.342 0.803 -0.998
N 1.261 -0.116 -1.226
C 0.595 -0.825 -0.285
N -0.215 -1.764 -0.776
C -0.877 -2.596 0.006
C -0.765 -2.528 1.398
C 0.014 -1.517 1.947
C 0.709 -0.627 1.118
C 1.369 0.455 1.719
N 1.847 1.353 2.259
C 0.054 -1.461 3.438
H -0.921 -1.125 3.805
H 0.810 -0.763 3.797
C 0.340 -2.869 4.000
C 1.806 -3.234 3.738
H 2.470 -2.555 4.266
H 1.991 -4.250 4.077
H 2.020 -3.184 2.672
C 0.050 -2.895 5.504
H -1.002 -2.686 5.688
H 0.654 -2.154 6.020
H 0.277 -3.881 5.901
O -0.466 -3.872 3.376
C -1.396 -3.444 2.405
H -1.769 -4.364 1.953
H -2.245 -2.929 2.890
C -1.779 -3.588 -0.683
C -1.388 -3.782 -2.144
H -2.029 -4.529 -2.605
H -1.488 -2.847 -2.686
H -0.355 -4.110 -2.219
H -1.695 -4.550 -0.165
C -3.228 -3.100 -0.577
H -3.899 -3.814 -1.049
H -3.334 -2.141 -1.080
H -3.524 -2.980 0.463
C 0.795 -0.157 -2.600
H -0.290 -0.280 -2.580
H 1.222 -1.019 -3.126
C 1.181 1.141 -3.316
H 2.207 1.081 -3.702
H 0.510 1.322 -4.157
H 2.740 0.696 0.008
H 3.147 0.569 -1.704
H 0.773 4.386 -1.121
H 0.052 6.504 -2.130
H -0.849 5.508 -3.300
H -1.376 5.586 -0.286
H -2.275 4.634 -1.475
H -3.491 6.733 -0.909
H -3.005 6.732 -2.606
H -2.101 7.688 -1.430
```



DFT (ωB97M-V/def2-TZVPD) results for C22H34B2Br39FN2O4 as an isolated structure.

The gap between HOMO and LUMO comes out at 0.28122 Eh. Its spin multiplicity is 1. Its charge is 0. As for the calculated total energy: -2770260.4266 eV. The calculation puts the HOMO energy at -8.076 eV.

```
104
C22H34B2Br39FN2O4 ωB97M-V/def2-TZVPD
C 1.755 1.233 0.342
C 2.881 0.829 -0.586
C 2.460 -0.222 -1.669
N 1.038 -0.486 -1.533
C 0.631 -1.765 -2.099
O -0.796 -1.655 -2.410
C -1.561 -1.787 -1.336
O -1.513 -1.158 -0.402
C -2.601 -2.864 -1.475
C -3.582 -2.392 -2.509
F -3.254 -3.024 -0.320
B 1.347 -2.092 -3.504
N 0.748 -1.670 -4.721
O 2.538 -2.780 -3.496
B 0.952 -3.021 -1.164
O 0.780 -4.273 -1.753
C 1.432 -2.962 0.310
C 2.974 -2.940 0.454
H 1.462 0.420 0.967
H 0.912 1.656 -0.160
H 2.134 1.991 0.986
H 3.230 1.712 -1.082
H 3.713 0.421 -0.051
H 3.057 -1.087 -1.486
H 2.713 0.241 -2.611
H 0.505 0.207 -2.032
H -2.113 -3.760 -1.812
H -4.287 -3.153 -2.771
H -4.060 -1.503 -2.162
H -3.018 -2.090 -3.367
H 1.482 -1.610 -5.403
H 0.383 -0.746 -4.582
H 2.379 -3.669 -3.789
H -0.078 -4.601 -1.510
H 1.120 -3.886 0.767
H 0.989 -2.182 0.901
H 3.334 -3.756 1.045
H 3.255 -2.029 0.938
H 3.461 -3.021 -0.495
C -7.253 -2.675 -4.811
Br -8.337 -1.374 -3.899
Br -5.650 -1.894 -5.528
Br -6.865 -4.190 -3.688
H -7.827 -3.036 -5.650
C -4.131 -5.367 2.556
Br -4.166 -4.420 4.228
Br -3.490 -7.173 2.770
Br -5.840 -5.317 1.670
H -3.432 -4.856 1.919
C 1.646 -2.722 4.395
Br 3.453 -3.369 4.470
Br 1.501 -1.154 3.288
Br 0.416 -4.101 3.854
H 1.378 -2.428 5.398
C 1.963 2.858 -4.430
Br 0.447 2.951 -3.244
Br 3.576 2.403 -3.478
Br 1.642 1.669 -5.905
H 2.105 3.843 -4.843
C -2.256 -0.390 5.063
Br -3.871 0.500 5.627
Br -1.599 -1.583 6.424
Br -2.470 -1.272 3.373
H -1.506 0.373 4.924
C 5.382 4.566 0.835
Br 3.885 5.645 1.328
Br 5.826 3.267 2.185
Br 5.043 3.776 -0.864
H 6.233 5.218 0.727
C -5.048 2.937 2.879
Br -6.342 4.160 2.143
Br -4.806 1.387 1.766
Br -3.361 3.772 3.255
H -5.437 2.596 3.825
C 4.734 -1.646 8.448
Br 3.028 -1.292 7.627
Br 4.551 -2.776 9.995
Br 6.009 -2.358 7.194
H 5.120 -0.701 8.789
C 4.062 2.907 -9.110
Br 4.277 3.821 -7.430
Br 4.428 1.025 -8.944
Br 2.326 3.231 -9.874
H 4.791 3.316 -9.789
C 2.312 9.568 2.002
Br 4.147 9.024 2.156
Br 2.124 11.093 0.842
Br 1.147 8.104 1.447
H 1.994 9.868 2.986
C 0.601 4.185 3.722
Br -0.590 5.708 3.539
Br 0.709 3.573 5.546
Br 0.103 2.733 2.525
H 1.588 4.521 3.443
C -1.148 1.046 9.236
Br 0.288 1.213 10.506
Br -2.780 1.826 9.890
Br -0.661 1.763 7.520
H -1.331 -0.007 9.096
C -5.804 -2.112 -9.601
Br -5.321 -3.973 -9.516
Br -5.682 -1.422 -11.392
Br -7.541 -1.796 -8.836
H -5.091 -1.571 -9.001
```



DFT (ωB97M-V/def2-TZVPD) results for C22H34BrNO2RhSi2 as an isolated structure.

The gap between HOMO and LUMO comes out at 0.28497 Eh. Its spin multiplicity is 1. As for the relative energy (zero: lowest compared OMol25 entry of this formula, charge and spin): 0.310 eV. Its charge is +1. As for the calculated total energy: -117753.1886 eV. The calculation puts the HOMO energy at -10.461 eV.

```
63
C22H34BrNO2RhSi2 ωB97M-V/def2-TZVPD
Rh -0.848 1.005 -0.566
Br -3.268 1.051 -0.277
C -3.621 -0.101 -1.757
C -4.904 -0.384 -2.108
C -5.111 -1.235 -3.215
C -4.042 -1.753 -3.889
C -2.712 -1.458 -3.504
C -1.601 -2.010 -4.186
C -0.335 -1.716 -3.780
C -0.105 -0.859 -2.677
C -1.143 -0.295 -1.980
C -2.478 -0.598 -2.403
H -5.740 0.031 -1.563
H -6.121 -1.471 -3.518
H -4.197 -2.410 -4.736
H -1.780 -2.670 -5.025
H 0.513 -2.145 -4.298
H 0.914 -0.693 -2.368
O 1.167 1.429 -0.854
C 2.232 0.761 -0.734
O 2.405 -0.401 -0.362
C 3.496 1.576 -1.065
N 4.647 0.608 -0.922
C 5.614 1.161 0.092
C 5.324 2.654 0.083
C 3.805 2.703 -0.076
H 3.453 1.933 -2.092
H 5.100 0.427 -1.814
H 4.157 -0.260 -0.603
H 6.627 0.883 -0.185
H 5.367 0.707 1.050
H 5.822 3.137 -0.759
H 5.669 3.131 0.998
H 3.438 3.658 -0.441
H 3.322 2.499 0.881
C -1.699 1.086 3.680
Si -0.426 1.259 2.323
C -0.852 2.930 1.477
C 1.282 1.391 3.076
C -0.507 -0.125 1.064
Si -1.297 -1.831 1.392
C -2.995 -1.791 2.188
C -1.396 -2.956 -0.093
C -0.071 -2.580 2.604
H -1.700 1.972 4.319
H -1.487 0.223 4.314
H -2.706 0.963 3.277
H -0.269 3.668 2.038
H -1.905 3.153 1.666
H -0.664 3.188 0.428
H 1.285 2.047 3.948
H 1.989 1.797 2.350
H 1.645 0.410 3.387
H 0.471 -0.438 0.749
H -3.730 -1.259 1.581
H -2.981 -1.334 3.176
H -3.356 -2.815 2.308
H -2.207 -2.695 -0.774
H -1.585 -3.970 0.268
H -0.464 -2.966 -0.661
H 0.057 -1.960 3.495
H 0.909 -2.697 2.138
H -0.408 -3.564 2.935
```